# C5H13N

A cluster of 2 separate species, C5H13N in total in a non-equilibrium geometry (ωB97M-V/def2-TZVPD, the Open Molecules 2025 dataset).

Geometry (Å):
1 C 2.76850 -0.38051 -0.40967
2 N 1.41369 -0.58037 0.06025
3 C -1.42301 -0.69950 -0.50942
4 C -1.81810 0.21687 0.50530
5 C -0.97339 0.68395 -1.10469
6 C -0.92513 0.47825 1.65130
7 H 3.56161 -0.75179 0.25856
8 H 2.94077 -0.81885 -1.42247
9 H 2.99387 0.69221 -0.50393
10 H 1.41842 -1.45411 0.58780
11 H -2.18750 -1.26743 -1.02699
12 H -0.55371 -1.33930 -0.30462
13 H -2.84043 0.57336 0.52231
14 H 0.06566 0.82684 -0.76577
15 H -0.98113 0.50241 -2.18618
16 H -1.44941 1.67256 -1.04394
17 H -0.93648 1.54085 1.92210
18 H -1.15548 -0.14405 2.51166
19 H 0.08125 0.24862 1.25841

Atoms 1-2, force components in eV/Å:
0.05 0.10 -0.31
-0.15 -0.11 0.26

Results
LUMO energy (eV): -0.527
Max |F| (eV/Å): 2.34
Molar mass (g mol⁻¹): 87.17
ΔE to the lowest compared entry with this formula, charge and spin (kJ/mol): 609.0
Energy (eV): -6879.88535
Orbital gap (eV): 4.93

***

# C5H6O2

A cluster of 2 separate species, C5H6O2 in total in a non-equilibrium geometry (ωB97M-V/def2-TZVPD, the Open Molecules 2025 dataset).

Geometry (Å):
1 C -1.36762 -0.94538 0.03134
2 C -0.52623 0.17897 0.61161
3 C 0.32871 1.05679 -0.15570
4 C -0.64950 1.88810 -0.05599
5 H -1.26661 -1.00347 -1.05642
6 H -2.40593 -0.72554 0.27990
7 H -1.13704 -1.94282 0.44490
8 H -0.34976 0.06632 1.69037
9 H 1.35002 0.86487 -0.52238
10 H -1.04653 2.89440 -0.28648
11 O 1.38416 -1.19490 0.44732
12 C 2.23580 -0.68901 -0.16859
13 O 3.21546 -0.40527 -0.73768

Atoms 1-2, force components in eV/Å:
-0.19 0.42 -0.09
-1.42 1.70 0.00

Results
LUMO energy (eV): 0.696
Max |F| (eV/Å): 2.52
Molar mass (g mol⁻¹): 98.10
ΔE to the lowest compared entry with this formula, charge and spin (kJ/mol): 348.0
Energy (eV): -9373.48845
SMILES string: CC1C=C1.O=C=O
Orbital gap (eV): 9.60

***

# C34H38NS

A cluster of 6 separate species, C34H38NS in total (ωB97M-V/def2-TZVPD, the Open Molecules 2025 dataset).

Geometry (Å):
1 S 4.43413 2.07126 0.57445
2 C 3.04183 1.86585 -0.58510
3 C 1.97893 2.96317 -0.46622
4 C 1.05422 2.47051 0.66570
5 C 1.34878 1.02068 0.72553
6 N 2.32705 0.69664 -0.03080
7 H 5.06734 3.07431 -0.04651
8 H 3.42176 1.68545 -1.58735
9 H 2.45123 3.91957 -0.25290
10 H 1.39948 3.03031 -1.38738
11 H 1.15589 2.97116 1.63304
12 H -0.00222 2.55872 0.39176
13 H 0.80127 0.27454 1.29535
14 H 2.65188 -0.25577 -0.17508
15 C -2.33266 -2.97271 0.38444
16 C -1.41566 -2.21618 -0.33132
17 C -0.11105 -2.10748 0.13115
18 C 0.28201 -2.74926 1.29886
19 C -0.63912 -3.50453 2.01169
20 C -1.94423 -3.61461 1.55275
21 H -3.34996 -3.06458 0.02630
22 H -1.71686 -1.72214 -1.24621
23 H 0.60821 -1.53665 -0.44731
24 H 1.30492 -2.67833 1.65109
25 H -0.33735 -4.01351 2.91730
26 H -2.66066 -4.20762 2.10607
27 C 3.10479 8.35561 -0.07329
28 C 3.07119 8.45806 -1.45747
29 C 3.56078 7.42584 -2.24564
30 C 4.08557 6.28839 -1.64747
31 C 4.11910 6.18877 -0.26272
32 C 3.62858 7.21941 0.52758
33 H 2.72394 9.16325 0.53796
34 H 2.66523 9.34628 -1.92338
35 H 3.54077 7.51142 -3.32417
36 H 4.47869 5.48829 -2.26393
37 H 4.53514 5.30575 0.20936
38 H 3.65175 7.13621 1.60638
39 C -7.32973 -4.66179 0.08161
40 C -8.13602 -4.83212 -1.03504
41 C -7.56368 -4.95419 -2.29429
42 C -6.18418 -4.90910 -2.43925
43 C -5.37717 -4.73975 -1.32266
44 C -5.95043 -4.61399 -0.06513
45 H -7.77543 -4.56732 1.06331
46 H -9.21178 -4.87193 -0.92386
47 H -8.19420 -5.08801 -3.16365
48 H -5.73662 -5.01264 -3.41946
49 H -4.29973 -4.71399 -1.43587
50 H -5.32108 -4.48336 0.80770
51 C 4.18060 5.16107 3.68292
52 C 3.83715 6.23681 4.48970
53 C 2.88122 6.08023 5.48434
54 C 2.27246 4.84799 5.67730
55 C 2.61869 3.77045 4.87298
56 C 3.57047 3.92868 3.87426
57 H 4.93326 5.28179 2.91270
58 H 4.31972 7.19581 4.34976
59 H 2.61561 6.91846 6.11490
60 H 1.53452 4.72603 6.45931
61 H 2.15224 2.80608 5.03432
62 H 3.84266 3.09059 3.24555
63 C -0.98078 -7.09561 -4.76611
64 C -1.74226 -8.17319 -4.33484
65 C -2.40014 -8.11537 -3.11394
66 C -2.29559 -6.97862 -2.32499
67 C -1.53436 -5.90029 -2.75534
68 C -0.87649 -5.95890 -3.97641
69 H -0.46883 -7.14225 -5.71859
70 H -1.82429 -9.05845 -4.95194
71 H -2.99507 -8.95471 -2.77822
72 H -2.81034 -6.93100 -1.37329
73 H -1.45352 -5.01400 -2.13619
74 H -0.28161 -5.11943 -4.31409

Atoms 1-2, force components in eV/Å:
0.25 -0.18 0.23
0.13 0.45 0.14

Results
LUMO energy (eV): -4.333
Charge: +1
Max |F| (eV/Å): 0.48
Molar mass (g mol⁻¹): 492.75
Energy (eV): -48192.79118
Orbital gap (eV): 6.47